Here is a structure of composition C27H31Br2N6O3V from the OMol25 dataset. Energies are from ωB97M-V/def2-TZVPD.

The geometry in XYZ format:
```
70
Properties=species:S:1:pos:R:3:forces:R:3
V -0.199126 -0.651123 0.209243 -0.1 -0.3 1.2
Br 0.458855 -1.099450 5.059255 0.0 0.0 -0.1
C 1.638202 -0.421626 3.780220 0.0 0.0 -0.1
C 2.937677 -0.018872 4.165663 0.0 0.0 0.0
C 3.825663 0.495966 3.258043 0.0 0.0 0.0
Br 5.533505 1.014980 3.824878 -0.1 0.0 0.0
C 3.453432 0.645850 1.886861 0.0 0.0 0.0
C 4.246568 1.194590 0.864443 0.0 0.0 0.0
C 3.736597 1.308676 -0.411346 -0.1 0.0 0.0
C 2.437622 0.870203 -0.674983 0.1 0.1 -0.1
N 1.665668 0.342644 0.264626 -0.2 -0.2 -0.1
C 2.160159 0.228618 1.526724 0.0 0.1 0.2
C 1.259679 -0.307505 2.464691 0.2 0.2 0.2
O 0.048721 -0.659157 1.980741 -0.1 -0.2 -0.4
H 3.221829 -0.118902 5.204029 0.0 0.0 0.0
H 5.249125 1.534427 1.089672 0.0 0.0 0.0
H 4.322691 1.742314 -1.208436 0.0 0.0 0.0
H 2.012557 0.964732 -1.668233 0.0 0.0 0.0
C -4.589242 2.996969 -5.253753 0.0 0.0 0.0
C -3.787199 2.722097 -4.032891 0.0 0.0 0.0
C -2.892229 1.634046 -3.998691 0.1 0.0 0.0
C -2.133669 1.356073 -2.898068 0.0 0.1 0.1
C -1.173426 0.201499 -2.964871 0.0 0.0 0.0
C -2.279546 2.197912 -1.729724 -0.1 -0.1 0.1
C -1.745406 1.894686 -0.488619 0.0 0.3 0.0
O -1.038403 0.865897 -0.179535 -0.2 0.6 -0.6
C -3.128265 3.367116 -1.792838 0.0 -0.1 0.0
C -3.250960 4.371043 -0.685338 0.0 0.1 0.0
C -3.871205 3.574831 -2.931150 0.0 0.0 0.0
H -4.635670 2.138466 -5.918850 0.0 0.0 0.0
H -4.125802 3.823934 -5.801401 0.0 0.0 0.0
H -5.597449 3.320089 -4.995703 0.0 0.0 0.0
H -2.798250 1.018560 -4.884177 0.0 0.0 0.0
H -1.017635 -0.085116 -4.003469 0.0 0.0 0.0
H -1.577840 -0.673119 -2.445201 0.0 0.0 0.1
H -0.200703 0.463447 -2.543174 0.0 0.0 0.0
H -1.931094 2.550986 0.358744 -0.1 0.0 -0.1
H -2.424154 4.378987 0.018103 0.0 0.0 0.0
H -4.180311 4.215121 -0.133292 0.0 0.0 0.0
H -3.307615 5.367289 -1.121712 0.0 0.0 0.0
H -4.522845 4.437884 -2.986985 0.0 0.0 0.0
N -6.298051 -2.629278 1.565212 0.0 0.0 0.0
C -4.983910 -2.554509 1.681821 0.0 -0.1 0.1
N -4.370965 -3.085677 2.737166 0.0 0.0 0.0
N -4.329064 -1.928110 0.688613 0.0 0.0 -0.1
C -3.081884 -1.811187 0.558540 0.0 0.0 0.1
N -1.942626 -1.643818 0.322825 0.1 0.2 0.0
H -6.881354 -3.055263 2.267050 0.0 0.0 0.0
H -6.738131 -2.237038 0.748583 0.0 0.0 0.0
H -4.883826 -3.548300 3.470862 0.0 0.0 0.0
H -3.379481 -2.975423 2.863438 0.0 0.0 0.0
O 0.673344 -2.067569 -0.443136 0.2 -0.6 -0.4
C 1.535110 -2.940324 -0.874821 0.1 -0.1 0.0
C 2.426476 -2.530359 -2.004479 0.0 0.0 0.0
C 2.943878 -3.667640 -2.889015 0.0 0.0 0.0
C 4.105685 -4.443533 -2.275246 0.0 0.0 0.0
C 3.881829 -4.803981 -0.807374 0.0 0.0 0.0
C 2.459649 -5.246925 -0.503423 0.0 0.0 0.0
N 1.537612 -4.100425 -0.292606 0.0 0.2 0.0
H 3.253858 -1.961264 -1.561242 0.0 0.0 0.0
H 1.844801 -1.814840 -2.589655 0.0 0.0 0.0
H 3.253948 -3.235228 -3.839954 0.0 0.0 0.0
H 2.111677 -4.335116 -3.126969 0.0 0.0 0.0
H 5.026483 -3.864314 -2.361271 0.0 0.0 0.0
H 4.259381 -5.351875 -2.858652 0.0 0.0 0.0
H 4.132969 -3.966693 -0.149161 0.0 0.0 0.0
H 4.552423 -5.613778 -0.520486 0.0 0.0 0.0
H 2.413699 -5.809790 0.426282 0.0 0.0 0.0
H 2.043795 -5.875015 -1.292508 0.0 0.0 0.0
H 0.850545 -4.212016 0.444659 0.0 0.0 0.0
```
Forces are in eV/Å.

Its charge is +3. The spin multiplicity is 2. For the electronic energy, the calculation gives -209337.095 eV. For the HOMO energy (spin up / spin down), the calculation gives -15.684 / -15.719 eV. The LUMO energy (spin up / spin down) is -10.50 / -9.83 eV. Its gap between HOMO and LUMO (spin up / spin down) is 0.1906 / 0.2163 Ha. The value obtained for the energy relative to the best compared isomer or geometry (same formula, charge and spin) is 0.0 kcal/mol.

From a natural (NBO) analysis of the wavefunction, the atomic charges in e read: 1.490 0.184 -0.095 -0.233 -0.070 0.191 -0.048 -0.060 -0.262 0.098 -0.464 0.101 0.249 -0.529 0.273 0.265 0.264 0.215 -0.669 0.206 -0.244 0.103 -0.640 -0.164 0.410 -0.600 0.156 -0.666 -0.258 0.244 0.274 0.259 0.238 0.254 0.228 0.200 0.207 0.222 0.261 0.267 0.246 -0.717 0.678 -0.752 -0.604 0.688 -0.627 0.430 0.442 0.433 0.422 -0.624 0.750 -0.504 -0.406 -0.408 -0.426 -0.229 -0.472 0.260 0.249 0.254 0.215 0.231 0.241 0.206 0.263 0.243 0.234 0.433